(1)
Here is a structure of composition C46H43Cl5FN4NaOPSSi from the Open Molecules 2025 dataset. Energies are from the ωB97M-V functional and the def2-TZVPD basis.

```
104
Properties=species:S:1:pos:R:3:lowdin_charge:R:1
Na -16.88451 -5.14020 12.17684 0.132
C -14.75348 -3.74761 7.28483 -0.073
C -15.84974 -3.63527 8.31381 -0.357
C -17.13274 -3.05885 7.65403 -0.045
C -16.12947 -4.91706 9.14028 -0.243
C -16.12143 -6.27982 8.38794 -0.059
O -14.81601 -6.81405 8.72362 -0.046
C -14.42533 -6.10072 9.83518 -0.369
N -15.08117 -5.09664 10.14487 0.162
C -13.26672 -6.63057 10.57991 -0.147
C -12.56608 -7.62648 9.92622 -0.024
C -11.35874 -8.15738 10.43390 -0.065
C -10.91970 -7.68459 11.66634 -0.081
C -11.65013 -6.68560 12.37420 -0.060
C -12.81685 -6.13005 11.83330 -0.292
P -13.79203 -4.91394 12.74088 1.141
C -12.96968 -4.84808 14.36911 -0.373
C -13.65478 -5.37224 15.44254 -0.084
C -13.09490 -5.36622 16.74041 -0.066
C -11.85760 -4.78758 16.91163 -0.102
C -11.16218 -4.18982 15.84850 -0.105
C -11.73030 -4.20323 14.61636 -0.114
C -13.16691 -3.33988 11.99558 -0.345
C -13.87388 -2.19219 12.33937 -0.160
C -13.75026 -1.00454 11.70617 -0.079
C -12.82417 -0.88917 10.62625 -0.087
C -12.05796 -1.98366 10.34167 -0.121
C -12.21052 -3.20848 10.97456 -0.083
H -14.38761 -2.79299 6.91089 0.079
H -15.02142 -4.35055 6.44499 0.066
H -13.87220 -4.21519 7.72384 0.077
H -15.53096 -2.92652 9.07859 0.126
H -17.64962 -3.75059 6.98102 0.074
H -16.84281 -2.23957 6.98115 0.073
H -17.89314 -2.69280 8.40897 0.080
H -17.12964 -4.78882 9.60709 0.121
H -16.17557 -6.20357 7.31377 0.116
H -16.84975 -6.97878 8.83387 0.122
H -12.86452 -8.03187 8.97726 0.112
H -10.67665 -8.89871 9.96764 0.110
H -10.00224 -8.09548 12.04750 0.090
H -11.29176 -6.57967 13.40297 0.103
H -14.57928 -5.90906 15.29936 0.067
H -13.63038 -5.77850 17.55097 0.093
H -11.41959 -4.74913 17.88941 0.093
H -10.17312 -3.80903 16.05940 0.101
H -11.20288 -3.76221 13.77125 0.110
H -14.67556 -2.25073 13.09006 0.072
H -14.32305 -0.10374 12.03001 0.120
H -12.64419 0.09643 10.20998 0.095
H -11.30351 -1.90845 9.52771 0.110
H -11.54330 -4.01318 10.65390 0.108
Cl -15.82565 -9.08551 11.03638 0.670
C -16.26015 -8.85264 12.71415 -0.723
C -16.43626 -7.53630 13.16119 -0.171
C -16.90577 -7.38206 14.46579 -0.680
Cl -17.38769 -5.74517 15.01300 0.672
C -17.17599 -8.42812 15.33080 -0.724
Cl -17.71554 -8.18604 16.95839 0.640
C -16.98037 -9.72012 14.85761 -0.706
Cl -17.27528 -11.12036 15.82765 0.633
C -16.56144 -9.94640 13.52816 -0.675
Cl -16.45673 -11.56602 12.83345 0.595
C -19.53755 -7.18868 11.75966 -0.154
Si -20.23908 -5.51970 11.26189 0.335
C -21.56706 -5.19466 12.57697 -0.184
C -21.14989 -5.87467 9.69564 -0.181
N -18.96152 -4.39631 11.23355 -0.072
C -19.05792 -3.10378 10.86398 -0.382
C -20.16768 -2.51444 10.25564 -0.070
C -20.29922 -1.16809 10.00360 -0.122
C -19.19514 -0.35388 10.13239 -0.138
C -18.01812 -0.88729 10.66066 -0.047
C -17.99430 -2.20165 11.06422 -0.240
F -16.78760 -2.73247 11.53404 -0.002
H -20.11137 -7.87479 11.09837 0.027
H -19.91451 -7.38329 12.78612 0.037
H -18.48495 -7.41492 11.78993 -0.018
H -22.38609 -5.88753 12.49995 0.009
H -21.90123 -4.13785 12.47333 0.022
H -21.13124 -5.29455 13.60445 0.031
H -20.87115 -6.87837 9.41959 0.008
H -20.73479 -5.22164 8.90468 0.031
H -22.19906 -5.70371 9.79926 0.015
H -21.08219 -3.10111 10.14091 0.093
H -21.20837 -0.76662 9.57842 0.095
H -19.23117 0.71154 9.89192 0.090
H -17.16073 -0.22410 10.80417 0.113
N -13.76291 -1.79556 15.84457 0.123
C -15.11903 -1.99621 15.99522 -0.680
N -15.91675 -1.90784 15.00619 0.108
C -17.20302 -2.20330 15.39907 -0.337
C -18.29369 -2.21139 14.53924 -0.017
C -19.57340 -2.48558 15.03130 -0.060
C -19.76240 -2.83641 16.41258 -0.085
C -18.64513 -2.93896 17.24796 -0.101
C -17.36643 -2.55167 16.75449 -0.488
S -15.81630 -2.47925 17.54057 1.043
H -13.52954 -1.81335 14.89263 0.046
H -13.12191 -2.26544 16.45872 0.069
H -18.33241 -1.95403 13.48380 0.097
H -20.44555 -2.44035 14.38028 0.099
H -20.67818 -3.08843 16.88696 0.081
H -18.82305 -3.34695 18.24285 0.101
```

For the molecular weight, the calculation gives 978.26 g/mol. As for the HOMO energy: -4.4 eV. As for the energy relative to the best compared isomer or geometry (same formula, charge and spin): 0.0 kJ/mol. As for the charge: -1. The value obtained for the maximum force is 2.72 eV/A.

(2)
Here is a cluster of 8 separate species, C35H69B2F8N11O in total from the Open Molecules 2025 dataset. Energies are from the ωB97M-V functional and the def2-TZVPD basis.

```
126
Properties=species:S:1:pos:R:3:lowdin_charge:R:1
C 3.61755 3.75502 2.12318 -0.057
C 3.92256 2.47483 1.32608 -0.118
N 4.24934 1.44683 2.33806 -0.054
C 3.44141 0.60840 3.03615 0.005
C 4.26528 -0.36526 3.58385 0.006
N 5.55857 -0.03326 3.25346 -0.075
C 5.51869 1.05685 2.47528 -0.015
C 6.74110 -0.83966 3.64560 0.050
H 3.44175 4.61754 1.46877 0.086
H 4.43164 3.98536 2.80832 0.088
H 2.69659 3.87813 2.70156 0.051
H 4.81438 2.60952 0.72331 0.125
H 3.07402 2.18781 0.70847 0.120
H 2.37245 0.69567 3.11182 0.126
H 3.99255 -1.22383 4.17293 0.138
H 6.40132 1.46518 2.01200 0.174
H 7.62034 -0.20811 3.70122 0.110
H 6.72629 -1.70830 2.99425 0.097
H 6.57072 -1.22261 4.65119 0.107
C 2.50978 0.57437 7.37070 -0.050
C 1.00823 0.80646 7.22907 -0.149
N 0.74285 1.71472 6.10785 -0.022
C 1.21922 3.02098 5.92534 0.032
C 0.71295 3.41928 4.74458 -0.052
N -0.06406 2.44105 4.20928 -0.062
C -0.04648 1.41231 5.07070 -0.009
C -0.73174 2.38196 2.89348 0.029
H 2.93620 1.50365 7.76362 0.078
H 2.95795 0.30893 6.41776 0.060
H 2.77274 -0.11074 8.17475 0.094
H 0.55736 1.22972 8.12762 0.137
H 0.48986 -0.14729 7.12989 0.127
H 1.67920 3.45269 6.79806 0.147
H 0.65932 4.43632 4.38502 0.144
H -0.69715 0.55324 5.02386 0.163
H -0.24452 3.03588 2.17940 0.094
H -1.77368 2.65057 3.06006 0.103
H -0.68284 1.36452 2.50788 0.073
C 5.66256 -4.00370 -0.19047 -0.052
C 4.56027 -3.52717 -1.12994 -0.165
N 3.34594 -3.21085 -0.38759 -0.057
C 2.99455 -2.02892 0.22038 -0.002
C 1.79398 -2.22539 0.79640 -0.023
N 1.45161 -3.54830 0.68945 -0.043
C 2.40752 -4.13542 -0.06743 0.008
C 0.23447 -4.18143 1.28806 0.051
H 6.61336 -3.99845 -0.72243 0.092
H 5.45474 -4.91592 0.36259 0.089
H 5.82835 -3.24137 0.57975 0.067
H 4.29381 -4.30261 -1.84843 0.128
H 4.91772 -2.66900 -1.69621 0.131
H 3.58413 -1.15455 0.00300 0.137
H 1.09872 -1.55970 1.28309 0.106
H 2.38145 -5.12389 -0.49595 0.168
H -0.44969 -3.36916 1.51249 0.082
H 0.47613 -4.74876 2.17960 0.106
H -0.13411 -4.81209 0.48220 0.094
C -3.30515 1.69496 -4.90692 -0.088
C -3.68910 3.08265 -5.35050 -0.145
N -2.87538 4.15714 -4.76233 -0.037
C -2.80594 5.45498 -5.27546 0.036
C -1.92291 6.11982 -4.48757 0.019
N -1.54207 5.24985 -3.48417 -0.090
C -2.01663 4.03315 -3.74883 -0.010
C -0.55219 5.58559 -2.46126 0.031
H -3.98002 0.93568 -5.30291 0.089
H -3.31947 1.62185 -3.81896 0.062
H -2.33645 1.37423 -5.29836 0.076
H -4.71250 3.29649 -5.03892 0.140
H -3.63319 3.17254 -6.43407 0.140
H -3.29143 5.73213 -6.19471 0.147
H -1.36705 7.03807 -4.57492 0.150
H -1.69891 3.12269 -3.26467 0.163
H -0.79371 4.94672 -1.61121 0.096
H -0.57632 6.64200 -2.22584 0.110
H 0.42878 5.22482 -2.77315 0.109
C -5.72230 -0.63428 -2.55756 -0.059
C -6.19439 -0.51441 -1.11431 -0.164
N -5.17835 -0.48933 -0.08797 -0.038
C -4.35163 0.55500 0.21839 0.001
C -3.58895 0.19453 1.27530 0.003
N -4.03294 -1.04265 1.69570 -0.063
C -4.92565 -1.47669 0.80032 0.018
C -3.40609 -1.81554 2.78110 0.059
H -5.36034 -1.63407 -2.81239 0.062
H -4.88289 0.05327 -2.69387 0.054
H -6.49789 -0.47082 -3.30223 0.098
H -6.95108 -1.28036 -0.94246 0.140
H -6.78813 0.40234 -1.09538 0.140
H -4.35650 1.44815 -0.38351 0.145
H -2.82579 0.77854 1.75379 0.116
H -5.34691 -2.46678 0.73967 0.176
H -2.75889 -2.57015 2.34920 0.099
H -4.26716 -2.22105 3.31373 0.115
H -2.93424 -1.08017 3.42301 0.101
C -1.92809 -3.60236 -5.34387 0.025
N -1.58708 -2.60192 -4.27317 -0.345
C -2.73679 -1.58982 -4.18105 0.027
C -1.57304 -3.34769 -2.96343 0.011
C -0.25633 -1.93749 -4.49403 -0.090
C 0.00134 -1.45818 -5.90512 -0.242
O -0.94513 -0.55091 -6.39928 -0.046
H -1.13774 -4.32316 -5.51305 0.126
H -2.21078 -2.98160 -6.19697 0.111
H -2.90439 -4.05265 -5.15846 0.118
H -2.68827 -1.15779 -5.17775 0.083
H -2.42633 -0.87192 -3.42590 0.097
H -3.61799 -2.17309 -3.94854 0.091
H -2.50890 -3.90383 -2.95880 0.107
H -1.45603 -2.73643 -2.07369 0.110
H -0.79159 -4.10104 -3.06605 0.110
H 0.57271 -2.60475 -4.25857 0.145
H -0.22100 -1.10882 -3.78357 0.131
H 0.11808 -2.32103 -6.57539 0.130
H 1.04390 -1.11934 -5.96626 0.140
H -0.97653 -0.55379 -7.36216 0.123
B -0.15254 0.61811 -0.52778 -1.270
F -0.73587 -0.26277 0.40911 0.085
F 1.23915 0.48251 -0.52370 0.109
F -0.76800 0.40656 -1.76971 0.093
F -0.35082 1.96209 -0.11642 0.069
B 0.66032 -1.81486 4.11214 -1.255
F 1.70456 -0.91605 4.50216 0.062
F 0.02439 -1.17827 3.00421 0.053
F 1.30563 -2.95998 3.67449 0.142
F -0.31436 -1.93265 5.10193 0.132
```

For the molecular weight, the calculation gives 833.62 g/mol. As for the HOMO energy: -17.6 eV. As for the charge: +4. The value obtained for the maximum force is 2.31 eV/A.

no.,LUMO (eV),energy (hartree),HOMO-LUMO gap (Eh)
1,2.04,-5665.2839,0.236
2,-7.72,-2900.4452,0.364